No. 1
One molecule with the formula C16H27NO, computed with ωB97M-V/def2-TZVPD.

Geometry as ORCA input:
```
! RIJCOSX wB97M-V def2-TZVPD def2/J DEFGRID3
* xyz 0 1
C -2.95169 -2.40930 -3.02018
C -2.04257 -1.17965 -2.98303
C -2.02837 -0.57845 -1.60602
C -2.97082 0.37599 -1.23965
C -2.97192 0.88416 0.04409
C -2.03751 0.46753 0.97786
C -1.08078 -0.47859 0.62186
O -0.11708 -0.97335 1.44764
C 0.10025 -0.35215 2.69607
C 0.63155 1.08388 2.59067
C 2.15534 1.19955 2.56618
C 2.82264 0.45122 1.40662
N 2.13725 0.59254 0.13462
C 2.13589 1.95356 -0.37672
C 0.97160 2.20345 -1.33342
C 2.64639 -0.33103 -0.86769
C 2.55661 -1.79876 -0.45916
C -1.09990 -0.99984 -0.67187
H -2.59964 -3.15879 -2.31514
H -3.96852 -2.13560 -2.74780
H -2.96407 -2.84629 -4.01629
H -1.03048 -1.47203 -3.26915
H -2.40343 -0.44337 -3.70424
H -3.69947 0.71840 -1.95972
H -3.70772 1.62193 0.33074
H -2.06994 0.88661 1.97110
H -0.82707 -0.36973 3.28566
H 0.82860 -0.99398 3.19885
H 0.23482 1.52763 1.67829
H 0.25954 1.65896 3.44204
H 2.56764 0.80261 3.49742
H 2.41260 2.26089 2.53159
H 2.81418 -0.61021 1.64981
H 3.88010 0.77505 1.34226
H 2.03299 2.63692 0.46652
H 3.08995 2.19506 -0.88243
H 1.11430 1.69538 -2.28300
H 0.88017 3.26911 -1.53043
H 0.04514 1.84387 -0.89299
H 2.03597 -0.18503 -1.76074
H 3.69440 -0.08734 -1.13377
H 3.39849 -2.09763 0.16134
H 2.56235 -2.42456 -1.34903
H 1.63561 -1.96889 0.09023
H -0.36290 -1.74053 -0.93655
*
```

* total energy: -20567.5201 eV
* LUMO energy: 1.0 eV
* largest force on an atom: 0.010 Eh/bohr
* HOMO energy: -8.2514 eV
* Kohn-Sham gap: 9.2 eV
* relative energy (zero: lowest compared OMol25 entry of this formula, charge and spin): 21.5 kcal per mole
* structure (SMILES): CCc1cccc(OCCCCN(CC)CC)c1

Mulliken population analysis, charges in e, atoms 1 to 5: atom 1 (C): -1.1330, atom 2 (C): -1.0167, atom 3 (C): 0.5970, atom 4 (C): -0.6287, atom 5 (C): -0.8901

No. 2
One molecule with the formula C16H27NO2, computed with ωB97M-V/def2-TZVPD.

Geometry as ORCA input:
```
! RIJCOSX wB97M-V def2-TZVPD def2/J DEFGRID3
* xyz 0 1
C 0.69449 0.79039 -2.13348
O 1.12527 1.32864 -0.90957
C 2.43654 1.85050 -0.92019
C 3.56189 0.80799 -0.88970
C 3.87566 0.19638 0.48979
N 2.94863 -0.77522 1.02430
C 1.78467 -0.25005 1.71676
C 0.91663 -1.42585 2.17165
O 0.34557 -2.12547 1.08848
C -0.67285 -1.55963 0.37339
C -1.34349 -0.39838 0.72497
C -2.36697 0.10682 -0.06823
C -3.07438 1.38412 0.31339
C -2.08234 2.52394 0.55393
C -3.95155 1.15909 1.54755
C -2.72658 -0.58339 -1.21456
C -2.07228 -1.75507 -1.56063
C -1.04275 -2.25718 -0.78773
C -0.31763 -3.51560 -1.15254
H 1.25415 -0.10912 -2.41243
H -0.35183 0.52339 -1.99953
H 0.78945 1.52809 -2.94047
H 2.50005 2.48742 -0.03288
H 2.56171 2.48442 -1.81180
H 4.47015 1.29881 -1.24542
H 3.32889 0.00220 -1.58975
H 4.84300 -0.31373 0.40214
H 3.98687 0.99579 1.22750
H 2.64082 -1.41154 0.29513
H 2.13493 0.29462 2.59980
H 1.18495 0.42742 1.09456
H 1.54980 -2.16529 2.66928
H 0.14667 -1.08912 2.87631
H -1.07126 0.13502 1.62054
H -3.72635 1.66907 -0.52024
H -1.51655 2.36148 1.46764
H -1.37783 2.59577 -0.27112
H -2.61229 3.46967 0.64743
H -3.34391 0.86436 2.39998
H -4.67833 0.37219 1.35759
H -4.48586 2.07159 1.80380
H -3.51952 -0.20651 -1.84465
H -2.36459 -2.28495 -2.45630
H -0.69975 -3.92729 -2.08316
H 0.74856 -3.32014 -1.25989
H -0.43043 -4.25563 -0.36161
*
```

* total energy: -22614.7205 eV
* LUMO energy: 1.0 eV
* largest force on an atom: 0.015 Eh/bohr
* HOMO energy: -8.1672 eV
* Kohn-Sham gap: 9.1 eV
* relative energy (zero: lowest compared OMol25 entry of this formula, charge and spin): 35.2 kcal per mole
* structure (SMILES): COCCCNCCOc1cc(C(C)C)ccc1C

Mulliken population analysis, charges in e, atoms 1 to 5: atom 1 (C): -0.6285, atom 2 (O): -0.1211, atom 3 (C): -0.7422, atom 4 (C): -0.3971, atom 5 (C): -0.9184

No. 3
C16H28AsF12N7O5Se2W as an isolated structure at a distorted geometry, computed with ωB97M-V/def2-TZVPD.

Geometry as ORCA input:
```
! RIJCOSX wB97M-V def2-TZVPD def2/J DEFGRID3
* xyz 1 2
W -0.80425 1.91766 0.82117
N 1.86298 3.77957 -0.46732
N 2.53725 4.01056 0.72452
C 2.14460 3.35568 1.81328
N 2.74558 3.60968 2.97131
N 1.16246 2.44082 1.67003
N 0.86601 1.62169 2.75146
O 1.70394 1.17963 3.47033
O -0.17192 0.90918 2.43792
H 2.51697 3.49845 -1.18610
H 1.33978 4.59143 -0.76727
H 3.07681 4.85847 0.84143
H 3.49531 4.27820 3.02205
H 2.62223 2.96208 3.73077
O 5.71194 -0.94119 0.41293
C 4.98285 -1.98846 -0.21172
C 3.48740 -1.77644 0.05101
C 2.80436 -2.88153 -0.79138
O 1.42909 -3.07483 -0.51502
C 3.10417 -0.36980 -0.36896
Se 1.15607 0.03502 -0.29064
C 3.20079 -1.86297 1.53358
Se 1.35776 -1.41610 1.90612
H 6.65132 -1.08460 0.26723
H 5.27918 -2.96352 0.18557
H 5.15029 -1.98638 -1.29462
H 3.33768 -3.81920 -0.60098
H 2.91914 -2.60076 -1.84607
H 1.11056 -3.78401 -1.08289
H 3.37522 -0.21450 -1.41714
H 3.61653 0.36612 0.24460
H 3.80586 -1.13232 2.06317
H 3.42299 -2.85587 1.93111
F -2.57351 2.02550 -0.07025
As -3.30914 3.28898 1.87963
F -0.85619 3.77320 0.34454
F -0.99538 3.13202 2.51213
F -3.70288 3.39964 3.55192
F -2.63035 1.55981 2.18643
F -4.84385 2.56066 1.57396
N -1.57777 -0.11348 0.57523
C -2.26179 -1.01126 0.34636
N -2.99800 -2.03550 0.04705
C -4.26393 -2.34086 0.74270
C -4.12834 -3.67362 1.46853
C -3.64546 -4.77454 0.51751
C -2.32599 -4.36464 -0.14636
C -2.51830 -3.05744 -0.90096
H -5.04851 -2.39289 -0.01530
H -4.49820 -1.52913 1.42818
H -5.09730 -3.93660 1.89661
H -3.42006 -3.56723 2.29470
H -4.39967 -4.96280 -0.25237
H -3.50156 -5.70001 1.07548
H -1.98429 -5.13621 -0.83885
H -1.55856 -4.22554 0.62071
H -3.28357 -3.17392 -1.67161
H -1.60028 -2.70387 -1.36743
C -2.05154 3.15086 -2.51776
C -0.90880 2.14210 -2.40008
O -0.43459 1.91047 -1.11908
C -1.37393 0.77803 -2.99166
F -1.99688 0.91622 -4.16334
F -2.23313 0.18513 -2.15187
F -0.35365 -0.07993 -3.16160
C 0.29440 2.64480 -3.23053
F 1.41594 1.93842 -2.99434
F 0.57932 3.92529 -2.91240
F 0.05472 2.60073 -4.53866
H -3.00094 2.67057 -2.30595
H -2.08311 3.56987 -3.52278
H -1.88585 3.94545 -1.79798
*
```

* total energy: -263674.5348 eV
* LUMO energy (spin up / spin down): -4.5 / -4.4 eV
* largest force on an atom: 0.122 Eh/bohr
* HOMO energy (spin up / spin down): -10.1960 / -10.3806 eV
* Kohn-Sham gap (spin up / spin down): 5.7 / 5.9 eV
* relative energy (zero: lowest compared OMol25 entry of this formula, charge and spin): 92.9 kcal per mole

Mulliken population analysis, charges in e, atoms 1 to 5: atom 1 (W): 1.4055, atom 2 (N): -0.1452, atom 3 (N): -0.5468, atom 4 (C): 0.2483, atom 5 (N): -0.3474

No. 4
C16H28AsF12N7O5Se2W as an isolated structure at a distorted geometry, computed with ωB97M-V/def2-TZVPD.

Geometry as ORCA input:
```
! RIJCOSX wB97M-V def2-TZVPD def2/J DEFGRID3
* xyz 1 2
W -0.28080 0.55397 -0.00015
N 1.56354 -1.63978 1.88878
N 0.76553 -2.78337 1.85404
C -0.47369 -2.66828 1.34479
N -1.36483 -3.62772 1.54865
N -0.72996 -1.54205 0.64313
N -1.99454 -1.30817 0.21812
O -2.83055 -2.13877 -0.01018
O -2.01669 -0.09931 -0.30749
H 2.50194 -1.87324 1.58504
H 1.61319 -1.25296 2.82721
H 0.94951 -3.54206 2.49666
H -1.09920 -4.50946 1.95427
H -2.23397 -3.54141 1.03508
O 1.16130 2.60874 -1.79555
C 2.43644 3.21716 -1.71497
C 3.50864 2.23647 -1.19866
C 4.88194 2.75650 -1.71077
O 5.97575 2.01674 -1.23245
C 3.31752 0.84249 -1.78626
Se 1.79327 -0.31967 -1.05136
C 3.54047 2.17797 0.32208
Se 1.81750 1.65179 1.22387
H 0.94937 2.44107 -2.72026
H 2.35180 4.06308 -1.02836
H 2.73785 3.59716 -2.69494
H 4.96857 3.82013 -1.45965
H 4.90175 2.65923 -2.79897
H 6.22770 2.31751 -0.35494
H 4.20562 0.24106 -1.59881
H 3.13616 0.89741 -2.85934
H 3.78129 3.15508 0.74348
H 4.27765 1.44808 0.65473
F -0.60281 0.93209 -2.58541
As -1.31504 -0.49620 -3.63971
F -1.59129 0.67133 -4.87176
F -2.81262 -0.11561 -2.90638
F -1.92134 -1.84081 -4.46466
F -0.79753 -1.50531 -2.23478
F 0.31652 -0.68352 -4.18964
N -1.00728 2.31226 -0.39396
C -1.90369 2.83895 -0.95405
N -2.62777 3.64248 -1.62069
C -4.04641 3.36825 -1.89749
C -4.22335 3.07370 -3.38367
C -3.69466 4.23874 -4.22096
C -2.22680 4.49847 -3.87324
C -2.07331 4.77463 -2.37971
H -4.61388 4.25801 -1.61293
H -4.37413 2.52572 -1.28971
H -5.27900 2.89456 -3.58710
H -3.67286 2.16312 -3.63608
H -4.28854 5.13569 -4.02529
H -3.78771 4.00551 -5.28103
H -1.84292 5.35241 -4.43255
H -1.63409 3.61996 -4.14447
H -2.63650 5.66743 -2.09628
H -1.02766 4.90808 -2.10386
C -0.21740 1.80812 4.08067
C -1.16924 1.12266 3.10879
O -0.53635 0.68638 1.94262
C -1.78644 -0.15042 3.73711
F -2.51225 0.06482 4.82457
F -0.79511 -1.00911 4.05975
F -2.55556 -0.79958 2.83935
C -2.30159 2.09119 2.67868
F -2.98117 1.58110 1.63117
F -1.77239 3.24574 2.24714
F -3.18396 2.37315 3.62946
H 0.57360 1.11315 4.35425
H -0.75582 2.12569 4.97235
H 0.23601 2.66894 3.59405
*
```

* total energy: -263674.0908 eV
* LUMO energy (spin up / spin down): -4.9 / -4.7 eV
* largest force on an atom: 0.140 Eh/bohr
* HOMO energy (spin up / spin down): -9.9115 / -9.8227 eV
* Kohn-Sham gap (spin up / spin down): 5.0 / 5.1 eV
* relative energy (zero: lowest compared OMol25 entry of this formula, charge and spin): 103.1 kcal per mole

Mulliken population analysis, charges in e, atoms 1 to 5: atom 1 (W): 0.7250, atom 2 (N): -0.3076, atom 3 (N): -0.2633, atom 4 (C): 0.3237, atom 5 (N): -0.3341

Repeat the first record exactly.
One molecule with the formula C16H27NO, computed with ωB97M-V/def2-TZVPD.

Geometry as ORCA input:
```
! RIJCOSX wB97M-V def2-TZVPD def2/J DEFGRID3
* xyz 0 1
C -2.95169 -2.40930 -3.02018
C -2.04257 -1.17965 -2.98303
C -2.02837 -0.57845 -1.60602
C -2.97082 0.37599 -1.23965
C -2.97192 0.88416 0.04409
C -2.03751 0.46753 0.97786
C -1.08078 -0.47859 0.62186
O -0.11708 -0.97335 1.44764
C 0.10025 -0.35215 2.69607
C 0.63155 1.08388 2.59067
C 2.15534 1.19955 2.56618
C 2.82264 0.45122 1.40662
N 2.13725 0.59254 0.13462
C 2.13589 1.95356 -0.37672
C 0.97160 2.20345 -1.33342
C 2.64639 -0.33103 -0.86769
C 2.55661 -1.79876 -0.45916
C -1.09990 -0.99984 -0.67187
H -2.59964 -3.15879 -2.31514
H -3.96852 -2.13560 -2.74780
H -2.96407 -2.84629 -4.01629
H -1.03048 -1.47203 -3.26915
H -2.40343 -0.44337 -3.70424
H -3.69947 0.71840 -1.95972
H -3.70772 1.62193 0.33074
H -2.06994 0.88661 1.97110
H -0.82707 -0.36973 3.28566
H 0.82860 -0.99398 3.19885
H 0.23482 1.52763 1.67829
H 0.25954 1.65896 3.44204
H 2.56764 0.80261 3.49742
H 2.41260 2.26089 2.53159
H 2.81418 -0.61021 1.64981
H 3.88010 0.77505 1.34226
H 2.03299 2.63692 0.46652
H 3.08995 2.19506 -0.88243
H 1.11430 1.69538 -2.28300
H 0.88017 3.26911 -1.53043
H 0.04514 1.84387 -0.89299
H 2.03597 -0.18503 -1.76074
H 3.69440 -0.08734 -1.13377
H 3.39849 -2.09763 0.16134
H 2.56235 -2.42456 -1.34903
H 1.63561 -1.96889 0.09023
H -0.36290 -1.74053 -0.93655
*
```

* total energy: -20567.5201 eV
* LUMO energy: 1.0 eV
* largest force on an atom: 0.010 Eh/bohr
* HOMO energy: -8.2514 eV
* Kohn-Sham gap: 9.2 eV
* relative energy (zero: lowest compared OMol25 entry of this formula, charge and spin): 21.5 kcal per mole
* structure (SMILES): CCc1cccc(OCCCCN(CC)CC)c1

Mulliken population analysis, charges in e, atoms 1 to 5: atom 1 (C): -1.1330, atom 2 (C): -1.0167, atom 3 (C): 0.5970, atom 4 (C): -0.6287, atom 5 (C): -0.8901

Q: What is the largest force on an atom in the fourth record?
A: 0.140 Eh/bohr

Q: What is the relative energy (zero: lowest compared OMol25 entry of this formula, charge and spin) in the fourth record?
A: 103.1 kcal per mole